# 1
Here is a 2-piece molecular cluster, C3H5NS3 overall at a distorted geometry from the OMol25 dataset. Energies are from ωB97M-V/def2-TZVPD.

Multiplicity ... 1
Energy above the lowest of the compared OMol25 structures with the same formula, charge and spin ... 57.2 kcal per mole

Last column: Löwdin charge in e.
Element x y z (Å)
1 C 1.742 -0.191 0.692  -0.46
2 C 1.318 -1.175 -0.114  -0.49
3 C 0.308 0.962 -1.047  -0.90
4 N -2.124 -0.239 0.369  -0.48
5 S 1.434 1.456 0.156  0.88
6 S 0.273 -0.739 -1.422  0.91
7 S -1.982 1.429 -0.032  0.49
8 H 2.459 -0.164 1.440  0.04
9 H 1.327 -2.088 0.396  0.06
10 H 0.288 1.570 -1.845  -0.04
11 H -2.956 -0.700 0.024  0.01
12 H -2.088 -0.121 1.383  -0.01

# 2
Here is one molecule with the formula C6H11N at a distorted geometry from the OMol25 dataset. Energies are from ωB97M-V/def2-TZVPD.

Multiplicity ... 1
Energy above the lowest of the compared OMol25 structures with the same formula, charge and spin ... 47.5 kcal per mole

Last column: Löwdin charge in e.
Element x y z (Å)
1 C -2.001 0.802 -2.031  -0.03
2 N -1.325 0.629 -0.968  0.02
3 C 0.090 0.622 -0.966  -0.37
4 C 0.901 0.475 -2.038  0.07
5 C 0.542 0.409 0.457  -0.20
6 C 0.578 -1.036 1.030  -0.25
7 C 0.285 -0.933 2.535  -0.14
8 H -3.083 0.919 -1.901  0.07
9 H -1.628 1.100 -3.021  0.08
10 H 0.493 0.428 -3.045  0.05
11 H 1.951 0.728 -1.994  0.06
12 H 1.516 0.836 0.752  0.12
13 H -0.226 0.977 0.996  0.10
14 H -0.199 -1.648 0.540  0.11
15 H 1.569 -1.506 0.961  0.10
16 H -0.764 -0.606 2.657  0.08
17 H 0.839 -0.227 3.141  0.06
18 H 0.465 -1.968 2.895  0.07

# 3
Here is C3H2CuO4 as an isolated structure at a distorted geometry from the OMol25 dataset. Energies are from ωB97M-V/def2-TZVPD.

Multiplicity ... 1
Total charge ... +1
Energy above the lowest of the compared OMol25 structures with the same formula, charge and spin ... 74.2 kcal per mole

Last column: Löwdin charge in e.
Element x y z (Å)
1 H -0.376 -1.394 0.498  0.32
2 C 0.719 -0.417 1.774  -0.31
3 O 0.519 -1.628 1.551  0.11
4 O 1.645 0.291 1.915  0.27
5 O -0.603 -0.022 0.295  -0.26
6 C -0.026 0.763 -0.708  -0.20
7 C 0.213 0.263 -1.919  -0.13
8 O 0.434 -0.189 -2.958  0.24
9 Cu -2.834 0.555 0.038  0.82
10 H 0.308 1.777 -0.486  0.14

# 4
Here is a 2-piece molecular cluster, C5H10O2 overall from the OMol25 dataset. Energies are from ωB97M-V/def2-TZVPD.

Multiplicity ... 1
Energy above the lowest of the compared OMol25 structures with the same formula, charge and spin ... 55.3 kcal per mole

Last column: Löwdin charge in e.
Element x y z (Å)
1 C -0.506 -1.832 -0.405  -0.01
2 C 0.453 -1.415 0.416  -0.17
3 C 1.698 -0.711 -0.042  -0.28
4 O 1.984 0.335 0.876  -0.09
5 H -0.473 -1.640 -1.477  0.07
6 H -1.376 -2.368 -0.035  0.07
7 H 0.393 -1.588 1.491  0.11
8 H 1.561 -0.327 -1.066  0.12
9 H 2.528 -1.436 -0.062  0.12
10 H 2.848 0.700 0.656  0.09
11 C -0.801 1.849 0.112  -0.06
12 C -1.905 0.919 -0.310  -0.34
13 O -2.152 0.623 -1.457  0.02
14 H -0.280 1.482 1.003  0.07
15 H -0.090 1.983 -0.707  0.08
16 H -1.261 2.810 0.358  0.08
17 H -2.566 0.580 0.516  0.12

# 5
Here is one molecule with the formula C7H6BF6N at a distorted geometry from the OMol25 dataset. Energies are from ωB97M-V/def2-TZVPD.

Multiplicity ... 1
DFT total energy ... -25826.097 eV

Last column: Löwdin charge in e.
Element x y z (Å)
1 B 0.598 0.482 0.397  -0.19
2 C -0.496 -2.869 -1.343  -0.16
3 C -0.894 0.501 0.704  -0.18
4 C -0.617 -0.686 -0.286  -0.09
5 C -1.928 1.492 0.298  -0.04
6 C -0.750 -2.023 -0.105  0.06
7 C 1.682 -0.168 1.327  -0.51
8 C 1.253 1.210 -1.043  -0.45
9 N -0.346 -3.530 -2.273  0.16
10 F 2.654 -0.759 0.621  0.15
11 F 1.107 -1.061 2.198  0.11
12 F 2.359 0.732 2.080  0.14
13 F 1.834 0.218 -1.784  0.10
14 F 2.279 2.107 -0.916  0.11
15 F 0.348 1.855 -1.819  0.11
16 H -1.151 0.010 1.674  0.16
17 H -0.607 -0.241 -1.300  0.14
18 H -2.598 1.041 -0.404  0.09
19 H -2.501 1.792 1.185  0.10
20 H -1.554 2.401 -0.074  0.07
21 H -0.671 -2.504 0.865  0.13

# 6
Here is a 2-piece molecular cluster, C4H11N2O2S overall at a distorted geometry from the OMol25 dataset. Energies are from ωB97M-V/def2-TZVPD.

Multiplicity ... 1
Total charge ... -1
Energy above the lowest of the compared OMol25 structures with the same formula, charge and spin ... 0.0 kcal per mole

Last column: Löwdin charge in e.
Element x y z (Å)
1 O 0.022 0.261 2.158  -0.02
2 C -0.419 0.074 1.011  -0.47
3 N -0.368 -1.179 0.497  0.09
4 C -0.573 -1.545 -0.900  -0.30
5 N 0.634 -1.597 -1.691  -0.01
6 C -1.023 1.203 0.245  -0.21
7 C 0.049 2.031 -0.506  -0.71
8 S 0.156 1.636 -2.285  0.20
9 H 0.072 -1.863 1.080  0.11
10 H -1.257 -0.840 -1.362  0.08
11 H -1.042 -2.533 -0.893  0.10
12 H 1.412 -1.844 -1.104  0.05
13 H 0.815 -0.661 -2.065  -0.06
14 H -1.770 0.895 -0.479  0.07
15 H -1.551 1.836 0.962  0.11
16 H -0.188 3.093 -0.400  0.03
17 H 1.030 1.926 -0.037  0.04
18 H 0.803 -1.123 2.918  0.00
19 H 0.511 -2.226 3.957  0.02
20 O 1.065 -2.041 3.196  -0.10

# 7
Here is C27H44BrNOP2Pt as an isolated structure at a distorted geometry from the OMol25 dataset. Energies are from ωB97M-V/def2-TZVPD.

Multiplicity ... 3
DFT total energy ... -124094.871 eV
Total charge ... +2
⟨S²⟩ ... 2.02

Last column: Löwdin charge in e.
Element x y z (Å)
1 C -0.727 7.068 -3.500  0.00
2 C -0.873 5.686 -3.804  -0.21
3 C -1.217 5.405 -5.146  -0.02
4 C -1.309 6.441 -6.088  -0.13
5 N -1.123 7.735 -5.797  0.07
6 C -0.842 8.025 -4.520  -0.12
7 C -0.672 4.614 -2.864  0.08
8 C -0.502 3.835 -1.949  0.04
9 C -0.558 2.945 -0.851  -0.22
10 C 0.474 2.886 0.108  0.03
11 C 0.487 1.783 0.976  -0.08
12 C -0.524 0.838 0.773  -0.46
13 C -1.759 1.154 0.220  -0.17
14 C -1.721 2.150 -0.753  0.00
15 Pt -0.528 -0.992 -0.093  0.53
16 P 1.773 -1.364 1.354  0.97
17 H -1.408 4.396 -5.505  0.11
18 H -0.514 7.450 -2.505  0.11
19 H -1.540 6.246 -7.147  0.12
20 H -0.705 9.106 -4.343  0.12
21 H -2.557 2.309 -1.452  0.15
22 H 1.270 3.636 0.165  0.14
23 H -2.640 0.590 0.464  0.10
24 H 1.220 1.681 1.769  0.08
25 C 2.266 -2.861 2.358  -0.35
26 C 3.231 -3.798 1.631  -0.12
27 H 1.347 -3.379 2.685  0.08
28 H 2.754 -2.473 3.273  0.09
29 H 3.395 -4.693 2.248  0.10
30 H 2.834 -4.131 0.662  0.06
31 H 4.214 -3.328 1.464  0.07
32 C 1.983 -1.628 -0.467  -0.44
33 C 2.988 -0.702 -1.114  -0.11
34 H 1.106 -1.426 -1.130  0.02
35 H 2.214 -2.694 -0.581  0.08
36 H 2.759 -0.785 -2.182  0.09
37 H 2.806 0.338 -0.811  0.08
38 H 4.029 -1.003 -0.955  0.09
39 C 3.060 -0.184 1.997  -0.36
40 C 4.506 -0.709 2.054  -0.11
41 H 2.703 0.113 3.004  0.08
42 H 2.998 0.719 1.371  0.07
43 H 5.162 0.151 2.256  0.10
44 H 4.644 -1.436 2.871  0.08
45 H 4.825 -1.160 1.099  0.07
46 Br -1.001 -0.926 2.458  0.54
47 P -2.094 -2.744 -0.774  1.00
48 C -0.497 -3.512 -1.092  -0.45
49 C -0.353 -4.983 -1.457  -0.10
50 H -0.003 -3.295 -0.109  0.05
51 H -0.066 -2.871 -1.879  0.08
52 H 0.685 -5.144 -1.776  0.09
53 H -0.558 -5.632 -0.597  0.09
54 H -1.012 -5.240 -2.293  0.09
55 C -2.969 -2.990 0.787  -0.43
56 C -4.344 -3.667 0.744  -0.11
57 H -3.020 -1.964 1.193  0.00
58 H -2.278 -3.551 1.434  0.09
59 H -4.650 -3.904 1.772  0.09
60 H -5.106 -3.002 0.315  0.08
61 H -4.298 -4.598 0.167  0.08
62 C -2.728 -1.501 -1.916  -0.39
63 C -3.024 -1.880 -3.366  -0.11
64 H -1.923 -0.734 -1.825  0.04
65 H -3.625 -1.100 -1.423  0.11
66 H -3.488 -1.020 -3.858  0.09
67 H -2.118 -2.132 -3.926  0.08
68 H -3.723 -2.718 -3.437  0.09
69 C -0.343 1.134 6.135  -0.07
70 C 0.954 1.001 5.377  -0.32
71 O 0.949 1.353 4.000  -0.16
72 H -0.787 2.113 5.988  0.08
73 H -0.143 1.029 7.202  0.09
74 H -1.058 0.375 5.820  0.07
75 H 1.759 1.576 5.846  0.12
76 H 1.285 -0.032 5.370  0.10
77 H 0.246 2.005 3.876  0.08

# 8
Here is one molecule with the formula C20H20N2O6S at a distorted geometry from the OMol25 dataset. Energies are from ωB97M-V/def2-TZVPD.

Multiplicity ... 1
Energy above the lowest of the compared OMol25 structures with the same formula, charge and spin ... 402.4 kcal per mole

Last column: Löwdin charge in e.
Element x y z (Å)
1 C -2.328 0.453 3.349  0.05
2 C -1.194 1.354 2.687  -0.22
3 C -0.097 1.632 3.398  0.06
4 C 1.041 2.482 3.018  -0.42
5 O 2.110 2.970 3.673  -0.03
6 O 0.933 2.887 1.851  0.17
7 C -0.204 2.547 1.157  -0.11
8 C 0.091 2.967 -0.380  0.18
9 C -0.939 2.620 -1.225  -0.27
10 O -0.763 3.098 -2.556  -0.05
11 C -1.734 2.411 -3.419  -0.14
12 C -1.656 1.046 -3.504  -0.45
13 O -2.496 0.220 -3.913  0.06
14 N -0.363 0.407 -3.143  0.13
15 C -0.348 -0.847 -2.253  -0.23
16 C -0.582 -2.007 -2.922  0.07
17 C -0.859 -3.212 -1.904  0.05
18 C -0.154 -3.195 -0.778  -0.11
19 C 0.358 -2.053 -0.185  -0.15
20 S 1.082 -1.783 1.447  0.57
21 O 0.511 -2.776 2.157  -0.22
22 O 1.079 -0.475 1.683  -0.23
23 N 2.889 -2.010 1.123  -0.30
24 C 3.052 -3.458 0.693  -0.09
25 C 3.657 -0.970 0.386  -0.02
26 C 0.469 -0.710 -1.061  0.09
27 C -2.155 1.917 -0.796  0.07
28 C -2.117 1.241 0.523  0.13
29 C -0.997 1.672 1.459  -0.27
30 H -2.340 -0.389 2.836  0.02
31 H -3.324 1.103 3.161  0.15
32 H -1.990 0.260 4.330  0.07
33 H -0.058 1.463 4.492  0.14
34 H 0.935 3.478 -0.644  0.10
35 H -1.246 2.848 -4.366  0.19
36 H -2.743 2.828 -3.365  0.15
37 H 0.112 0.999 -2.481  0.07
38 H -1.370 -1.942 -3.804  0.15
39 H -1.236 -3.834 -2.317  -0.05
40 H -0.053 -4.068 -0.231  0.10
41 H 2.931 -3.452 -0.296  0.02
42 H 4.104 -3.600 1.037  0.10
43 H 2.406 -4.269 1.186  0.11
44 H 3.187 -1.184 -0.525  0.07
45 H 4.580 -1.183 0.734  0.07
46 H 3.156 -0.256 0.941  0.05
47 H 0.593 0.202 -0.648  0.04
48 H -2.959 1.505 -1.476  0.13
49 H -2.972 1.062 0.867  0.02